Record 1
Computed, not measured: one molecule with the formula C5H5N, with ωB97M-V/def2-TZVPD.

As for the max |F|: 0.020 Eh/bohr. The frontier orbital gap (spin up / spin down) comes out at 6.97 / 6.97 eV. The HOMO energy (spin up / spin down) is -8.98 / -8.98 eV. The calculation puts the relative energy (zero: lowest compared OMol25 entry of this formula, charge and spin) at 377.22 kJ/mol. Its total charge is 0. The calculation puts the total energy at -248.131360 Ha.

Last column: natural (NBO) charge in e.
Cartesian coordinates (Å):
C 0.1743 -0.3356 -1.7052  -0.7013
C 0.6070 -0.7777 -0.3469  0.1086
C 0.1984 -0.2470 0.8409  -0.3916
C -0.7371 0.8209 0.8177  -0.0278
C -1.0338 1.4085 2.0579  0.1230
N -1.3435 1.9850 3.0275  -0.2628
H 0.4476 0.7121 -1.8605  0.2607
H -0.9153 -0.3818 -1.7947  0.2631
H 0.6353 -0.9427 -2.4875  0.2224
H 0.6321 -0.6527 1.7564  0.2051
H 1.3352 -1.5891 -0.3055  0.2006


Record 2
Computed, not measured: a 2-piece molecular cluster, C5H5N2O2S2 overall, with ωB97M-V/def2-TZVPD.

As for the max |F|: 0.117 Eh/bohr. The frontier orbital gap (spin up / spin down) comes out at 5.58 / 5.28 eV. As for the spin multiplicity: 3. The HOMO energy (spin up / spin down) is -2.27 / -4.09 eV. The calculation puts the relative energy (zero: lowest compared OMol25 entry of this formula, charge and spin) at 8.25 kJ/mol. Its total charge is -1. The calculation puts the total energy at -1249.893255 Ha.

Last column: Mulliken spin population.
Cartesian coordinates (Å):
C 2.1698 -1.1416 0.1323  -0.0198
C 2.0642 0.0929 -0.5663  0.0975
C 0.1329 -0.7758 -0.1708  -0.0756
C -2.0173 0.2589 -1.0060  0.0018
C -1.2454 -0.8118 -0.2263  0.3718
N 0.9758 -1.6243 0.3366  0.0988
N 0.8019 0.2768 -0.7280  0.0593
O -3.3350 0.1744 -0.8632  0.0068
O -1.4451 0.9312 -1.8700  0.0563
S -1.8631 1.4099 1.4758  0.9301
S -2.2073 -2.0327 0.3528  0.4949
H 3.0218 -1.6578 0.4795  0.0011
H 2.8731 0.7828 -0.8413  0.0129
H 0.4637 0.9328 -1.3949  -0.0086
H -3.2129 1.2291 1.2774  -0.0212
H -3.6781 -0.5024 -0.3018  -0.0060


Record 3
Computed, not measured: one molecule with the formula C5H5N3, with ωB97M-V/def2-TZVPD.

As for the max |F|: 0.176 Eh/bohr. The frontier orbital gap comes out at 10.58 eV. The HOMO energy is -9.81 eV. The calculation puts the relative energy (zero: lowest compared OMol25 entry of this formula, charge and spin) at 357.22 kJ/mol. Its total charge is 0. Its SMILES is N#C[C@@H]1[C@@H]2CC=NN12. The calculation puts the total energy at -357.636559 Ha.

Last column: natural (NBO) charge in e.
Cartesian coordinates (Å):
N -0.1173 2.4388 -0.0146  -0.3315
C -0.8329 1.4922 0.1783  0.2739
C -1.3676 0.2707 0.5476  -0.2150
C -0.2653 -0.6750 0.6278  -0.0794
C 1.0855 -0.5251 0.2642  -0.5205
C 0.9380 -0.2905 -1.1785  0.1086
N -0.2525 -0.1956 -1.5330  -0.2417
N -1.2075 -0.6230 -0.5085  -0.2102
H -2.3730 0.3666 1.0518  0.2624
H -0.4814 -1.3845 1.3251  0.2208
H 1.4268 0.4931 0.4482  0.2671
H 1.8015 -1.2628 0.6779  0.2529
H 1.6459 -0.1049 -1.8864  0.2126


Record 4
Computed, not measured: one molecule with the formula C5H5N3, with ωB97M-V/def2-TZVPD.

As for the max |F|: 0.079 Eh/bohr. The frontier orbital gap comes out at 9.66 eV. The HOMO energy is -9.11 eV. The calculation puts the relative energy (zero: lowest compared OMol25 entry of this formula, charge and spin) at 175.56 kJ/mol. Its total charge is 0. Its SMILES is [H]/N=C1/CN=C(C#C)N1. The calculation puts the total energy at -357.705750 Ha.

Last column: natural (NBO) charge in e.
Cartesian coordinates (Å):
H 2.1484 1.1241 -1.8168  0.3313
N 2.3004 1.1264 -0.8249  -0.6822
C 1.2865 0.6238 -0.2186  0.4326
C 1.2348 0.1210 1.1994  -0.3391
N -0.0769 -0.5382 1.2917  -0.3847
C -0.6996 -0.3583 0.2004  0.3234
C -2.0232 -0.8826 -0.0313  -0.0583
C -3.1700 -1.2500 -0.2797  -0.1451
N 0.0202 0.4022 -0.7223  -0.6259
H 1.3754 0.8406 1.9663  0.2417
H 2.0013 -0.5989 1.5461  0.2445
H -4.0657 -1.5115 -0.7543  0.2355
H -0.3317 0.9012 -1.5559  0.4262


Record 5
Computed, not measured: one molecule with the formula C5H5N3, with ωB97M-V/def2-TZVPD.

As for the max |F|: 0.187 Eh/bohr. The frontier orbital gap comes out at 8.33 eV. The HOMO energy is -9.51 eV. The calculation puts the relative energy (zero: lowest compared OMol25 entry of this formula, charge and spin) at 631.80 kJ/mol. Its total charge is 0. Its SMILES is C=N/N=C1/C=CC=N1. The calculation puts the total energy at -357.531975 Ha.

Last column: natural (NBO) charge in e.
Cartesian coordinates (Å):
C -3.2402 0.0645 -0.1556  -0.1050
N -2.0655 -0.5657 0.4425  -0.2175
N -1.1007 0.6056 0.1140  -0.2736
C 0.1127 0.2112 -0.3014  0.3371
C 1.4286 1.1409 -0.0165  -0.1275
C 2.5369 0.4507 0.0976  -0.3475
C 2.0665 -0.9065 -0.0250  0.1256
N 0.7271 -1.0589 -0.3391  -0.4919
H -3.5467 1.0557 -0.7125  0.2228
H -4.2296 -0.5179 0.3152  0.1820
H 1.0979 2.1436 0.1080  0.2222
H 3.5668 0.5097 0.7426  0.2546
H 2.7587 -1.8231 0.4303  0.2187


Record 6
Computed, not measured: C5H5N3 as an isolated structure, with ωB97M-V/def2-TZVPD.

As for the max |F|: 0.109 Eh/bohr. The frontier orbital gap comes out at 8.87 eV. The HOMO energy is -8.53 eV. The calculation puts the relative energy (zero: lowest compared OMol25 entry of this formula, charge and spin) at 286.07 kJ/mol. Its total charge is 0. The calculation puts the total energy at -357.663658 Ha.

Last column: natural (NBO) charge in e.
Cartesian coordinates (Å):
C 1.3785 -0.2098 1.3140  -0.3036
C 0.9617 -1.1585 0.2418  -0.2369
C 0.0859 -0.3809 -0.4665  0.0280
C -1.5327 0.9042 -1.2055  0.2480
C 0.0002 0.8644 0.1470  0.2324
H 2.5283 0.0493 1.7597  0.2631
H 0.4715 -0.6106 2.2142  0.2619
H 1.0694 -2.3376 0.2059  0.2500
H -1.0725 -0.8033 -2.2044  0.4147
H -2.5253 1.1295 -1.6226  0.2013
N -0.9978 -0.2665 -1.3670  -0.5566
N -1.0237 1.6556 -0.2270  -0.4453
N 0.6565 1.1639 1.2104  -0.3569


Record 7
Computed, not measured: one molecule with the formula C5H5N3O, with ωB97M-V/def2-TZVPD.

As for the max |F|: 0.155 Eh/bohr. The frontier orbital gap comes out at 7.69 eV. The HOMO energy is -9.74 eV. The calculation puts the relative energy (zero: lowest compared OMol25 entry of this formula, charge and spin) at 455.83 kJ/mol. Its total charge is 0. Its SMILES is CC1=N/C(=N\C=O)C=N1. The calculation puts the total energy at -432.870131 Ha.

Last column: natural (NBO) charge in e.
Cartesian coordinates (Å):
C 2.0420 -1.2220 -0.2284  -0.6972
C 1.0153 -0.1176 -0.1507  0.4770
N -0.2694 -0.4388 0.1243  -0.5190
C -0.9070 0.8262 -0.1520  0.3933
N -2.0988 1.1092 -0.1023  -0.4309
C -2.8060 -0.1321 0.0997  0.4871
O -4.0035 -0.5478 -0.2808  -0.5255
C 0.3221 1.9067 -0.1665  0.1145
N 1.4213 1.1560 -0.0038  -0.4580
H 1.7539 -2.1750 0.3450  0.2483
H 2.5760 -1.5573 -1.1116  0.2597
H 2.7319 -0.9144 0.5839  0.2434
H -2.2250 -0.9940 0.9198  0.1557
H 0.4473 3.1009 0.1233  0.2515


Record 8
Computed, not measured: a 2-piece molecular cluster, C5H5N3O overall, with ωB97M-V/def2-TZVPD.

As for the max |F|: 0.138 Eh/bohr. The frontier orbital gap comes out at 8.96 eV. The HOMO energy is -9.15 eV. The calculation puts the relative energy (zero: lowest compared OMol25 entry of this formula, charge and spin) at 270.82 kJ/mol. Its total charge is 0. Its SMILES is N#C/C=C\N.N#CC=O. The calculation puts the total energy at -432.940597 Ha.

Last column: natural (NBO) charge in e.
Cartesian coordinates (Å):
N -0.9280 1.1079 -1.0426  -0.4078
C 0.1655 1.1785 -0.6889  0.3574
C 1.4203 1.1284 -0.0552  -0.5028
C 2.0681 -0.0110 0.3455  0.1233
N 1.7741 -1.2950 -0.0454  -0.7679
H 1.8394 2.1716 0.1076  0.2589
H 3.1082 0.0743 0.7551  0.2156
H 2.2743 -1.9766 0.3333  0.3853
H 0.8262 -1.5262 -0.5762  0.4287
N -1.7573 -2.0179 -0.1245  -0.3087
C -2.0733 -0.8943 0.0320  0.2174
C -2.6387 0.4176 0.1806  0.3179
O -2.6308 0.9646 1.2735  -0.4956
H -3.4480 0.6781 -0.4947  0.1783


Record 9
Computed, not measured: one molecule with the formula C5H5N5O, with ωB97M-V/def2-TZVPD.

As for the max |F|: 0.070 Eh/bohr. The frontier orbital gap comes out at 10.32 eV. The HOMO energy is -9.61 eV. The calculation puts the relative energy (zero: lowest compared OMol25 entry of this formula, charge and spin) at 344.57 kJ/mol. Its total charge is 0. Its SMILES is [H]/N=C(/N)N(C#N)c1ccon1. The calculation puts the total energy at -542.446951 Ha.

Last column: natural (NBO) charge in e.
Cartesian coordinates (Å):
H -0.7628 -1.3595 2.0427  0.4250
N 0.3009 -1.4804 1.9426  -0.7006
C 1.0023 -1.1262 1.0112  0.6362
N 2.3444 -1.1393 0.9805  -0.8092
N 0.5112 -0.2591 -0.3331  -0.5327
C 1.5072 0.0975 -1.1124  0.4266
N 2.5371 0.1112 -1.6228  -0.3659
C -0.7402 0.2813 -0.3785  0.3128
C -1.1681 1.4713 -1.0554  -0.3867
C -2.4496 1.5869 -0.6937  0.1457
O -2.8142 0.6240 0.0948  -0.2404
N -1.8070 -0.2341 0.2029  -0.1877
H 2.6830 -1.6424 1.7277  0.4040
H 2.6799 -1.3495 0.0490  0.4073
H -0.6645 2.0854 -1.8425  0.2523
H -3.1595 2.3329 -1.0129  0.2135


Record 10
Computed, not measured: one molecule with the formula C5H5NO, with ωB97M-V/def2-TZVPD.

As for the max |F|: 0.020 Eh/bohr. The frontier orbital gap comes out at 10.86 eV. The HOMO energy is -10.38 eV. The calculation puts the relative energy (zero: lowest compared OMol25 entry of this formula, charge and spin) at 152.08 kJ/mol. Its total charge is 0. Its SMILES is N#C[C@@H]1C[C@@H]1C=O. The calculation puts the total energy at -323.461762 Ha.

Last column: natural (NBO) charge in e.
Cartesian coordinates (Å):
N 2.2648 1.4938 -0.7083  -0.3058
C 1.3432 0.8132 -0.8663  0.2768
C 0.1405 0.0235 -1.0205  -0.3290
C -1.0976 0.5754 -0.3441  -0.3771
C -0.4316 -0.6511 0.1997  -0.3180
C 0.3707 -0.7019 1.4807  0.4334
O 1.5071 -1.1039 1.5143  -0.4753
H 0.0429 -0.4797 -1.9773  0.2594
H -0.9815 1.5230 0.1756  0.2348
H -2.0457 0.4634 -0.8628  0.2307
H -0.9542 -1.5877 0.0106  0.2501
H -0.1587 -0.3679 2.3983  0.1200


Record 11
Computed, not measured: one molecule with the formula C5H5NO, with ωB97M-V/def2-TZVPD.

As for the max |F|: 0.058 Eh/bohr. The frontier orbital gap comes out at 8.98 eV. The HOMO energy is -8.78 eV. The calculation puts the relative energy (zero: lowest compared OMol25 entry of this formula, charge and spin) at 233.72 kJ/mol. Its total charge is 0. Its SMILES is [H]/N=C/C=C\C=C=O. The calculation puts the total energy at -323.430664 Ha.

Last column: natural (NBO) charge in e.
Cartesian coordinates (Å):
H -2.7044 -1.9479 -0.4331  0.3430
N -2.5951 -1.0208 -0.0246  -0.6037
C -1.4344 -0.5506 -0.1649  0.1024
C -1.0132 0.7098 0.3854  -0.2682
C 0.3051 1.0872 0.3588  -0.1232
C 1.3948 0.2476 -0.3138  -0.5911
C 2.6423 0.0304 0.0120  0.7279
O 3.6920 -0.3850 0.3300  -0.4476
H -0.4633 -1.0587 -0.6508  0.1358
H -1.7587 1.3459 0.8012  0.2257
H 0.6218 1.9375 0.9216  0.2200
H 1.3129 -0.3953 -1.2217  0.2791


Record 12
Computed, not measured: one molecule with the formula C5H5NO, with ωB97M-V/def2-TZVPD.

As for the max |F|: 0.014 Eh/bohr. The frontier orbital gap comes out at 9.92 eV. The HOMO energy is -9.96 eV. The calculation puts the relative energy (zero: lowest compared OMol25 entry of this formula, charge and spin) at 304.99 kJ/mol. Its total charge is 0. Its SMILES is C#CC(=O)[C@H]1CN1. The calculation puts the total energy at -323.403521 Ha.

Last column: natural (NBO) charge in e.
Cartesian coordinates (Å):
C -2.2710 -2.0667 0.4068  -0.1240
C -1.2366 -1.4765 0.2293  -0.1318
C 0.0607 -0.8416 0.0347  0.4930
O 1.0863 -1.4749 0.2256  -0.5114
C 0.1020 0.5600 -0.4864  -0.1978
C 0.8931 1.6288 0.1951  -0.2231
N 1.4149 0.9676 -0.9797  -0.5506
H -3.1778 -2.6074 0.5795  0.2412
H -0.7714 0.8715 -1.0550  0.2200
H 1.3272 1.4502 1.1768  0.2055
H 0.5794 2.6538 0.0071  0.2042
H 2.0599 0.2297 -0.6850  0.3749


Question: The lowest max |F| belongs to which entry?
Answer: number 12


Question: Among the records above, which one has the lowest relative energy (zero: lowest compared OMol25 entry of this formula, charge and spin)?
Answer: C5H5N2O2S2


Question: What is the relative energy (zero: lowest compared OMol25 entry of this formula, charge and spin) in the first record?
Answer: 377.22 kJ/mol